# 1
# C16H41CaO8Sr

C16H41CaO8Sr as an isolated structure at a distorted geometry (the ωB97M-V functional and the def2-TZVPD basis, OMol25).

Summary:
LUMO (alpha / beta)   -15.1016 / -15.1016 eV
<S²>   0.754
Orbital gap (alpha / beta)   0.153 / 0.152 Ha
E_HOMO (alpha / beta)   -19.252 / -19.251 eV

```
! wB97M-V def2-TZVPD RIJCOSX def2/J DEFGRID3
* xyz 4 2
H -14.519 19.180 -28.079
H -21.494 19.248 -21.298
H -22.152 18.456 -22.733
C -18.714 24.161 -29.224
H -16.559 19.381 -21.573
O -20.802 21.520 -22.260
H -22.654 20.929 -22.701
H -15.727 21.085 -30.420
H -21.225 21.604 -24.736
H -16.582 22.489 -18.006
H -19.785 23.979 -29.313
Sr -20.065 25.989 -24.241
H -16.462 20.514 -24.369
H -16.039 22.280 -20.876
H -18.278 21.916 -25.755
H -16.921 23.685 -30.378
C -17.412 22.126 -18.613
H -15.582 23.770 -20.226
H -18.234 21.864 -17.947
C -18.921 22.995 -24.591
H -15.732 21.422 -23.064
H -17.116 21.184 -19.076
O -18.213 23.513 -28.081
H -15.998 19.547 -31.414
C -21.460 19.224 -22.387
C -21.626 20.643 -22.926
H -14.972 19.907 -23.495
H -22.102 20.254 -25.084
H -16.514 17.681 -23.529
O -19.095 23.416 -23.433
H -19.260 25.763 -28.017
O -18.721 22.760 -20.549
C -18.565 25.577 -28.836
H -19.950 21.189 -22.552
C -16.314 20.552 -28.112
H -18.364 21.978 -20.976
H -17.898 24.016 -19.122
C -17.645 23.158 -19.745
H -17.356 20.192 -30.421
C -21.310 20.569 -24.404
H -17.359 20.841 -28.231
C -16.010 19.502 -29.159
H -18.092 24.602 -31.412
H -16.244 20.175 -27.092
H -16.504 23.801 -21.644
H -20.396 20.027 -24.648
H -20.415 18.976 -22.569
H -18.119 17.800 -22.761
O -19.306 23.699 -25.571
C -17.372 18.329 -23.352
C -16.274 20.151 -30.549
H -16.540 18.559 -29.024
C -15.935 20.412 -23.420
H -17.930 20.969 -23.370
C -16.905 19.638 -22.575
O -18.044 20.535 -22.521
Ca -20.710 23.694 -21.519
H -17.869 18.580 -24.289
C -17.968 23.861 -30.623
H -18.550 26.377 -29.576
H -18.343 24.046 -27.293
H -17.602 25.764 -28.362
O -14.701 19.201 -29.021
H -15.891 21.554 -28.184
C -16.437 23.278 -20.690
O -18.256 21.889 -24.795
H -18.279 22.879 -30.980
*
```

Atom charges from the Mulliken analysis, given in e for atoms 1 to 6: atom 1 (H): 0.4117, atom 2 (H): 0.3356, atom 3 (H): 0.4284, atom 4 (C): 0.7990, atom 5 (H): 0.4290, atom 6 (O): -0.1367



# 2
# C4H5F

C4H5F as an isolated structure at a distorted geometry (the ωB97M-V functional and the def2-TZVPD basis, OMol25).

Summary:
LUMO   0.3985 eV
Energy above the lowest of the compared OMol25 structures with the same formula, charge and spin   523.16 kJ/mol
Orbital gap   0.396 Ha
E_HOMO   -10.380 eV

```
! wB97M-V def2-TZVPD RIJCOSX def2/J DEFGRID3
* xyz 0 1
H -2.826 0.276 -0.816
F -0.178 -1.315 0.772
C 2.176 -0.970 1.085
H 2.301 -2.020 1.692
H 0.895 0.443 -0.177
C 1.008 -0.645 0.658
H 3.138 -0.761 0.669
C -1.450 1.946 -0.849
H -2.675 1.888 -1.901
C -2.388 1.159 -1.133
*
```

Atom charges from the Mulliken analysis, given in e for atoms 1 to 6: atom 1 (H): 0.3409, atom 2 (F): -0.2204, atom 3 (C): -0.5145, atom 4 (H): 0.1871, atom 5 (H): 0.1053, atom 6 (C): 0.1575



# 3
# C60H58NO2P2SScSi

C60H58NO2P2SScSi as an isolated structure (the ωB97M-V functional and the def2-TZVPD basis, OMol25).

Summary:
LUMO   -4.5886 eV
Energy above the lowest of the compared OMol25 structures with the same formula, charge and spin   0.00 kJ/mol
Orbital gap   0.289 Ha
E_HOMO   -12.452 eV

```
! wB97M-V def2-TZVPD RIJCOSX def2/J DEFGRID3
* xyz 2 1
H 6.499 1.742 0.588
C -5.740 -1.362 -0.319
H 2.958 -0.799 5.415
H -3.184 4.659 -2.854
C -1.203 -0.576 -3.439
C -2.339 -2.529 -6.459
C -2.227 -2.286 -4.980
H 4.455 -2.944 -1.583
C -2.459 -1.864 2.411
H -7.774 -1.728 1.814
C 6.023 1.233 1.423
H -2.192 -0.770 -7.777
N 4.821 0.509 0.935
H 4.468 1.963 -0.538
C -2.271 4.455 -2.310
C 1.367 -3.581 4.327
C 1.752 1.936 1.465
H 4.892 -0.965 2.435
H 0.936 -4.209 0.601
C 0.337 -2.985 3.613
Si 2.182 -2.477 -0.674
C -2.897 2.689 4.853
C 1.370 -2.830 -2.323
C -4.447 -1.019 -0.742
H -2.374 1.568 1.704
H -6.590 -1.160 -0.956
H 2.010 4.033 -2.458
C -1.848 -1.330 -2.392
H 4.878 0.312 -4.003
H -7.621 -3.254 0.970
H -3.452 3.421 2.913
H -1.919 -3.499 -6.726
P 0.523 1.455 -2.080
C 4.259 1.124 -3.643
Sc 0.481 0.402 0.425
H 5.712 1.955 2.173
H 4.309 4.480 -3.206
C 2.314 -2.799 4.971
H 3.402 5.298 2.650
H 2.481 -4.822 0.015
C 4.171 -0.252 2.040
C 2.638 3.210 -2.775
C -4.731 -2.189 1.699
C 3.628 3.517 1.475
H 4.231 -1.214 -1.404
H 3.212 0.726 -0.380
S -1.714 -1.012 -0.643
C -1.805 5.362 -1.370
C -3.328 -1.249 0.032
C 4.029 -2.179 -0.931
H 1.423 -4.660 4.384
C 2.953 4.363 2.343
C -1.647 0.634 4.889
C 2.969 0.869 -3.212
H -3.367 3.506 5.385
C -7.081 -2.542 1.594
H 3.870 0.449 2.813
C -1.497 -1.104 -4.724
H -7.041 -2.817 3.784
H 2.431 -3.768 1.430
C 0.246 -1.597 3.544
C 2.146 1.910 -2.773
C -3.433 -1.763 1.365
C 0.027 1.120 -4.680
C -2.945 2.643 3.468
H 3.297 -0.765 1.649
H -2.353 6.276 -1.182
C 0.069 3.928 -0.920
C 1.210 -0.813 4.180
H 5.756 2.629 -3.973
H 1.152 0.269 4.132
H 1.399 -1.986 -3.014
C -4.094 -3.034 3.842
H 4.599 3.815 1.092
C -2.334 1.598 2.790
C -5.868 -1.999 0.888
C -0.327 0.578 -3.455
C 3.939 3.464 -3.199
H 1.870 -3.671 -2.809
H -1.943 2.584 -3.295
C -2.707 -3.025 -3.938
H 6.712 0.516 1.864
H -4.316 -0.601 -1.732
H -0.018 1.106 -6.838
H -1.146 -0.146 5.450
H -6.658 -4.269 2.884
C 1.697 3.998 2.801
C 4.750 2.426 -3.629
C -1.679 0.589 3.497
H -2.091 -2.545 4.390
C 2.234 -1.414 4.897
H -0.400 -3.605 3.119
C 3.852 1.411 0.174
H 2.589 -0.146 -3.229
H -0.256 5.807 0.051
C -1.084 -0.531 -5.949
H 0.664 1.996 -4.684
H 4.570 -2.254 0.019
H 3.105 -3.266 5.543
C -0.631 5.100 -0.678
O -1.421 0.495 -0.495
C 1.112 2.819 2.352
C -0.394 3.012 -1.866
C -2.506 -2.516 -2.650
H -0.719 -1.712 -7.700
H -2.214 1.721 6.642
H 1.163 4.642 3.488
P -0.990 -0.771 2.505
C 3.054 2.312 1.073
C 1.986 -3.950 0.450
H 5.128 -0.185 0.250
C -6.533 -3.185 2.893
H -2.912 -3.077 -1.818
C -1.570 3.284 -2.560
C -2.820 -2.496 3.589
H 0.987 3.738 -0.377
C -0.347 0.613 -5.934
C -1.565 -1.360 -7.108
H -4.291 -3.529 4.784
C -2.248 1.686 5.562
H -3.386 -2.545 -6.763
H 0.108 2.601 2.704
H -3.246 -3.951 -4.079
H 0.322 -3.112 -2.191
C -5.069 -2.835 2.905
O 1.532 -1.132 0.017
*
```

Atom charges from the Mulliken analysis, given in e for atoms 1 to 6: atom 1 (H): 0.3442, atom 2 (C): -1.5518, atom 3 (H): 0.5433, atom 4 (H): 0.4784, atom 5 (C): -2.0974, atom 6 (C): -0.8544



# 4
# C18H17Br2ClIrN3

C18H17Br2ClIrN3 as an isolated structure at a distorted geometry (the ωB97M-V functional and the def2-TZVPD basis, OMol25).

Summary:
LUMO (alpha / beta)   -11.8113 / -12.7186 eV
<S²>   1.058
Orbital gap (alpha / beta)   0.197 / 0.163 Ha
E_HOMO (alpha / beta)   -17.165 / -17.165 eV

```
! wB97M-V def2-TZVPD RIJCOSX def2/J DEFGRID3
* xyz 3 2
H 2.134 0.862 1.528
C 3.584 -0.666 -2.499
N -1.436 0.998 1.808
C 3.986 -0.490 0.256
H -0.393 0.543 3.524
C -2.878 0.104 -3.361
H -3.170 3.796 3.849
N -1.478 -0.183 -0.965
C -1.140 1.197 3.092
C -3.019 2.798 1.963
H -3.506 2.259 -0.333
H 1.275 1.466 0.037
C -2.419 0.772 -1.086
Br 0.980 -3.284 0.075
Br -0.760 -2.569 2.555
Cl 5.922 -1.965 -2.878
H -1.434 2.316 4.898
C 4.756 -1.208 -1.917
Ir -0.113 -0.596 0.794
C 4.946 -1.080 -0.521
H -1.685 -1.577 -4.018
C -1.732 2.185 3.868
H 5.863 -1.441 -0.075
H -3.767 3.409 1.478
C 2.634 -0.072 -1.715
C 0.216 -4.009 1.686
C -2.374 1.772 1.236
C -1.244 -0.990 -2.009
C -3.121 0.946 -2.299
C -2.692 3.008 3.285
H -3.856 1.734 -2.379
H 1.766 0.378 -2.176
C 1.781 0.625 0.526
H -0.475 -1.739 -1.879
H 1.017 -4.345 2.344
H 3.461 -0.723 -3.572
H 4.162 -0.363 1.314
C -1.919 -0.895 -3.214
N -2.759 1.619 -0.067
H -3.427 0.215 -4.284
H -0.470 -4.821 1.434
C 2.779 0.013 -0.301
*
```

Atom charges from the Mulliken analysis, given in e for atoms 1 to 6: atom 1 (H): 0.5403, atom 2 (C): -0.7246, atom 3 (N): -0.1798, atom 4 (C): -0.4310, atom 5 (H): 0.4540, atom 6 (C): -0.4228



# 5
# C22H40HfN3S5Sb

C22H40HfN3S5Sb as an isolated structure at a distorted geometry (the ωB97M-V functional and the def2-TZVPD basis, OMol25).

Summary:
LUMO   -5.6569 eV
Energy above the lowest of the compared OMol25 structures with the same formula, charge and spin   22.09 kJ/mol
Orbital gap   0.265 Ha
E_HOMO   -12.881 eV

```
! wB97M-V def2-TZVPD RIJCOSX def2/J DEFGRID3
* xyz 2 1
H 0.572 3.565 -2.643
H -0.885 0.452 -4.379
S 3.036 0.736 -0.029
H 1.137 4.902 1.332
H 1.512 3.420 2.253
H 0.990 -3.036 -1.945
H 2.110 -1.757 -3.645
S -1.727 0.237 1.370
H -3.033 1.717 3.248
C -1.200 -3.207 1.779
C -1.625 3.615 0.754
C 1.509 3.880 1.265
H 2.440 0.943 -3.691
H 4.212 0.825 -2.109
H -3.474 0.778 -0.571
H -1.682 -4.081 3.656
C 0.761 1.102 4.587
C 4.003 -0.818 0.063
C -3.627 -4.341 0.897
C 3.200 -2.070 0.399
Sb 0.183 2.799 0.000
C -3.427 0.759 -1.656
C 2.094 0.982 -2.655
H 3.817 -2.940 0.158
H 0.075 1.757 5.119
H -1.684 3.455 1.828
H -2.266 1.052 4.686
N -0.942 -2.297 -0.559
Hf 0.348 -0.276 0.072
H -1.724 2.596 4.039
N 1.883 -2.176 -0.279
C -2.081 1.602 3.762
H 3.293 -1.151 -2.516
C -2.808 -3.607 0.037
S 1.308 -0.377 2.342
H 1.389 -2.921 0.204
H 3.010 -2.098 1.468
H -3.888 -0.154 -2.032
N 1.407 -0.270 -2.288
S -1.685 0.811 -2.145
C -3.214 -4.485 2.200
H 3.458 2.348 -1.706
H -1.241 -2.007 -2.615
H 0.995 0.252 5.234
H -2.366 -0.495 -4.063
H -3.934 1.631 -2.062
H -0.787 4.412 -1.891
C -1.999 -3.933 2.631
H -1.604 4.683 0.539
H 2.705 -3.384 -1.821
H 0.571 -0.317 -2.861
H -0.267 -2.790 2.131
H 0.882 4.908 -1.522
C 0.180 0.624 3.283
H 1.368 1.783 -2.586
H 2.523 3.881 0.866
C 1.953 -2.603 -1.691
C -1.600 -2.421 -1.682
C 2.252 -1.446 -2.610
H -2.457 1.260 -4.361
H -4.547 -4.793 0.545
C -1.869 0.464 -3.910
C 0.231 4.057 -1.734
H 4.739 -0.668 0.850
S -3.026 -3.326 -1.656
H 1.695 1.641 4.417
C -1.079 0.863 2.891
H 4.549 -0.910 -0.874
C -1.622 -3.012 0.463
C 3.289 1.273 -1.747
H -3.824 -5.049 2.894
H -2.484 3.152 0.273
*
```

Atom charges from the Mulliken analysis, given in e for atoms 1 to 6: atom 1 (H): 0.3451, atom 2 (H): 0.3835, atom 3 (S): 0.1745, atom 4 (H): 0.4841, atom 5 (H): 0.2730, atom 6 (H): 0.2478



# 6
# C29H41AsBeN3O3PSe2

C29H41AsBeN3O3PSe2 as an isolated structure (the ωB97M-V functional and the def2-TZVPD basis, OMol25).

Summary:
LUMO   0.4511 eV
Orbital gap   0.275 Ha
E_HOMO   -7.028 eV

```
! wB97M-V def2-TZVPD RIJCOSX def2/J DEFGRID3
* xyz 0 1
C -1.993 4.746 -0.947
C -0.327 3.598 0.970
H -2.661 -3.193 1.381
H 1.603 -2.604 -5.554
Be -0.029 -1.460 -0.623
H -4.622 2.273 1.431
C -3.603 3.044 5.065
C 3.990 -0.940 -1.458
C -0.820 5.385 -0.566
C -0.153 1.702 2.458
H 3.319 2.724 3.780
C -2.342 3.535 -0.364
C 2.337 2.445 3.417
H 0.675 -3.692 2.653
H -5.598 3.792 5.310
H -6.245 3.312 2.970
Se 1.266 -1.969 0.978
O -0.578 -5.782 -0.808
C 3.169 1.515 -3.678
H -1.170 -6.292 -0.242
H -2.635 5.194 -1.695
H -3.255 3.034 -0.663
C 1.307 2.133 -2.202
H -0.103 -0.058 -5.602
C 0.034 -3.180 1.934
C 0.456 2.870 1.981
H 0.518 1.709 -1.589
H 0.990 -5.265 0.459
H -1.685 2.242 4.543
C 1.726 1.296 3.897
Se -1.968 -2.198 -0.817
H -0.231 -5.753 2.508
H 0.918 5.331 0.681
H 1.905 -3.132 -2.939
H 3.691 0.654 -4.094
O 0.523 -0.634 -1.802
N 2.148 1.074 -2.742
C 2.841 -2.862 -2.452
H -0.774 -1.525 -4.859
H 2.225 0.682 4.636
As -1.845 1.312 1.582
H 0.424 -4.048 -0.688
H 3.709 -1.272 -0.456
H 3.894 2.151 -3.165
H -0.645 -0.043 -3.911
C -0.158 -0.641 -4.679
H -2.175 -6.972 2.169
N 1.180 -1.023 -4.240
C -4.332 2.496 2.453
H -3.316 3.254 6.087
H -0.553 6.334 -1.012
H 2.805 -3.230 -1.425
O -1.977 -6.291 1.521
C -2.069 -3.611 0.567
H 4.044 0.146 -1.461
H -0.653 -2.534 2.481
C -3.043 2.189 2.883
C -5.246 3.077 3.317
C -4.884 3.347 4.629
H 0.003 0.022 3.781
C 0.478 0.925 3.416
C 0.091 -4.829 -0.007
H 2.071 -0.999 -6.144
C 2.017 -1.636 -5.256
H 2.189 4.141 2.119
C 0.012 4.815 0.387
C -1.519 2.965 0.594
C -1.150 -5.295 2.124
H 2.729 2.093 -4.498
H 4.976 -1.347 -1.695
C -2.685 2.469 4.196
H 0.850 2.723 -3.004
H -2.637 -4.404 0.090
H 3.666 -3.353 -2.974
H 3.021 -1.786 -4.871
H -1.685 -4.830 2.961
C 1.705 3.238 2.471
N 3.037 -1.403 -2.471
P 1.681 -0.504 -2.758
C -0.763 -4.196 1.109
H 1.904 2.801 -1.581
*
```

Atom charges from the Mulliken analysis, given in e for atoms 1 to 6: atom 1 (C): -0.6343, atom 2 (C): 0.6159, atom 3 (H): 0.5579, atom 4 (H): 0.3345, atom 5 (Be): 0.6696, atom 6 (H): 0.2961